Entry 1:
A cluster of 6 separate species, H12O6 in total at a distorted geometry, computed with ωB97M-V/def2-TZVPD.

Properties
SMILES: O.O.O.O.O.O
Relative energy (zero: lowest compared OMol25 entry of this formula, charge and spin), kcal/mol: 25.3

Structure (ORCA input):
```
! wB97M-V def2-TZVPD RIJCOSX def2/J DEFGRID3
* xyz 0 1
O -1.47 -1.41 1.66
H -2.16 -0.75 1.89
H -1.18 -0.97 0.86
O 1.91 2.91 0.87
H 2.68 3.34 1.21
H 1.94 1.93 0.98
O -0.74 -1.17 -3.17
H -1.06 -0.39 -2.72
H 0.21 -1.03 -3.19
O -0.33 -2.36 -0.63
H -0.77 -2.51 -1.46
H -0.99 -2.69 0.06
O 1.57 0.08 1.50
H 1.09 -0.44 0.79
H 1.11 -0.16 2.30
O -0.52 1.53 -0.47
H -1.38 1.95 -0.46
H 0.11 2.15 -0.03
*
```


Entry 2:
A cluster of 6 separate species, H12O6 in total, computed with ωB97M-V/def2-TZVPD.

Properties
SMILES: O.O.O.O.O.O
Relative energy (zero: lowest compared OMol25 entry of this formula, charge and spin), kcal/mol: 38.8

Structure (ORCA input):
```
! wB97M-V def2-TZVPD RIJCOSX def2/J DEFGRID3
* xyz 0 1
O 4.07 1.21 0.25
H 4.80 1.78 0.53
H 4.47 0.61 -0.39
O -0.83 0.71 2.11
H -1.61 1.02 2.56
H -0.28 1.48 1.89
O 0.22 4.18 -1.60
H 1.00 4.49 -2.07
H -0.55 4.48 -2.09
O -1.71 -3.33 3.88
H -2.20 -2.63 4.33
H -0.77 -3.14 3.92
O -1.23 -1.76 -4.89
H -0.91 -1.54 -4.01
H -1.63 -2.63 -4.79
O -1.10 -1.60 -0.26
H -0.80 -0.92 0.36
H -0.95 -2.40 0.26
*
```


Entry 3:
A cluster of 6 separate species, H12O6 in total at a distorted geometry, computed with ωB97M-V/def2-TZVPD.

Properties
SMILES: O.O.O.O.O.O
Relative energy (zero: lowest compared OMol25 entry of this formula, charge and spin), kcal/mol: 65.7

Structure (ORCA input):
```
! wB97M-V def2-TZVPD RIJCOSX def2/J DEFGRID3
* xyz 0 1
H 1.39 -1.05 -0.03
H 0.18 -0.72 -0.93
H 3.61 2.71 0.05
H 2.45 2.64 -0.89
H 4.63 -2.92 0.33
H 4.16 -1.41 0.35
H -3.00 1.28 2.01
H -2.39 0.10 2.83
H -2.18 1.29 -0.94
H -1.26 0.03 -0.96
H -3.77 -1.40 -0.26
H -4.14 -0.12 -1.00
O 0.77 -1.43 -0.60
O 3.31 2.92 -0.80
O 4.87 -2.05 0.46
O -2.13 0.84 2.35
O -2.13 0.39 -1.04
O -4.38 -1.09 -0.93
*
```


Entry 4:
A structure of composition H12O6 at a distorted geometry, computed with ωB97M-V/def2-TZVPD.

Properties
Relative energy (zero: lowest compared OMol25 entry of this formula, charge and spin), kcal/mol: 177.5

Structure (ORCA input):
```
! wB97M-V def2-TZVPD RIJCOSX def2/J DEFGRID3
* xyz 0 1
O -0.25 1.52 1.34
H -0.11 2.44 1.16
H -0.61 1.50 2.23
O 0.77 -0.30 2.23
H 0.46 -0.90 1.55
H 0.39 0.55 2.00
O -1.86 -1.65 -0.86
H -1.88 -1.85 -1.79
H -1.11 -1.06 -0.75
O 0.58 0.94 -1.77
H 0.98 1.08 -2.63
H 1.33 0.75 -1.19
O -0.35 -0.06 -0.15
H -0.65 0.59 0.49
H -0.12 0.45 -0.92
O 0.89 -1.65 -0.11
H 1.30 -1.38 -0.93
H 0.25 -0.96 0.08
*
```


Calculated values (Eh) of electronic energy for the records, taken in order: -458.63213 -458.61062 -458.56770 -458.38966.